Record 1
Here is ClH2Na5O as an isolated structure in a non-equilibrium geometry from the Open Molecules 2025 dataset. Energies are from wB97M-V/def2-TZVPD.

Its total charge is +4. Its total energy is -36647.3568 eV. The frontier orbital gap is 9.72 eV. The energy above the lowest of the compared OMol25 structures with the same formula, charge and spin is 43.8 kcal/mol. The LUMO energy is -15.18 eV. As for the highest occupied orbital energy: -0.9152 hartree.

Last column: Mulliken charge in e.
CARTESIAN COORDINATES (ANGSTROEM)
Na: -3.60770 -1.56872 -8.87995  0.92
Na: -7.08211 -2.60976 -7.31504  0.92
Na: -5.65161 1.27708 -6.73320  0.97
Na: -9.08240 0.53913 -9.00116  0.91
Na: -5.46582 1.77825 -10.93083  0.89
Cl: -6.32990 -0.37324 -9.07702  -0.64
O: -7.52776 -3.66003 -9.38217  -0.62
H: -7.26389 -2.86722 -9.84914  0.30
H: -7.26126 -4.37725 -9.95734  0.35

Record 2
Here is a 2-piece molecular cluster, ClH2O overall from the Open Molecules 2025 dataset. Energies are from wB97M-V/def2-TZVPD.

Its total charge is -1. Its total energy is -14604.2565 eV. The frontier orbital gap is 7.79 eV. The energy above the lowest of the compared OMol25 structures with the same formula, charge and spin is 12.1 kcal/mol. The LUMO energy is 4.39 eV. As for the highest occupied orbital energy: -0.1250 hartree.

Last column: Mulliken charge in e.
CARTESIAN COORDINATES (ANGSTROEM)
Cl: -5.49448 -8.08777 8.34057  -0.97
O: -5.69536 -10.30518 5.74274  -0.61
H: -6.42282 -9.75458 6.03233  0.30
H: -5.44489 -9.94419 4.89233  0.29

Record 3
Here is ClH2O2PS as an isolated structure in a non-equilibrium geometry from the Open Molecules 2025 dataset. Energies are from wB97M-V/def2-TZVPD.

Its total charge is 0. Its total energy is -36774.1417 eV. The frontier orbital gap is 9.06 eV. The energy above the lowest of the compared OMol25 structures with the same formula, charge and spin is 55.0 kcal/mol. The LUMO energy is -1.05 eV. As for the highest occupied orbital energy: -0.3715 hartree.

Last column: Mulliken charge in e.
CARTESIAN COORDINATES (ANGSTROEM)
O: -0.17139 -1.01627 -2.61363  -0.41
O: -0.03913 -1.77961 -0.28176  -0.46
P: -0.91574 -0.92871 -1.38116  0.50
S: 0.60347 1.52775 1.93368  -0.07
Cl: -0.22636 1.25632 0.06678  -0.07
H: 1.07524 2.74718 1.64260  0.19
H: -0.32609 -1.80666 0.63349  0.33

Record 4
Here is an isolated molecule of ClH2O3PS in a non-equilibrium geometry from the Open Molecules 2025 dataset. Energies are from wB97M-V/def2-TZVPD.

Its total charge is 0. Its total energy is -38817.3788 eV. The frontier orbital gap (spin up / spin down) is 6.60 / 6.60 eV. The energy above the lowest of the compared OMol25 structures with the same formula, charge and spin is 109.0 kcal/mol. The LUMO energy (spin up / spin down) is -1.52 / -1.52 eV. As for the highest occupied orbital energy (spin up / spin down): -0.2983 / -0.2983 hartree.

Last column: Mulliken charge in e.
CARTESIAN COORDINATES (ANGSTROEM)
O: 1.16974 -1.17950 -0.25807  -0.30
O: 0.68877 1.68057 0.90080  -0.42
O: 0.84950 -0.05681 -1.07885  -0.14
P: -0.06800 1.15153 -0.47027  0.59
S: -2.38720 -1.94443 -0.19761  -0.38
Cl: -1.73455 -0.25102 0.75040  -0.05
H: 0.69979 -1.98112 -0.57559  0.35
H: 0.78195 2.58078 0.92919  0.35

Record 5
Here is a 19-piece molecular cluster, ClH36O22 overall in a non-equilibrium geometry from the Open Molecules 2025 dataset. Energies are from wB97M-V/def2-TZVPD.

Its total charge is -1. Its total energy is -58147.0756 eV. The frontier orbital gap is 9.44 eV. The energy above the lowest of the compared OMol25 structures with the same formula, charge and spin is 32.6 kcal/mol. The LUMO energy is 2.37 eV. As for the highest occupied orbital energy: -0.2597 hartree.

Last column: Mulliken charge in e.
CARTESIAN COORDINATES (ANGSTROEM)
Cl: 6.02700 10.21200 6.42400  -0.84
O: 6.09400 10.38800 4.96500  -0.09
O: 6.11200 8.74300 6.68000  0.58
O: 7.20600 10.94200 7.01700  0.56
O: 4.70300 10.74900 6.97300  0.61
O: 7.53900 9.03600 9.38900  -0.57
H: 8.11200 9.66400 9.70100  0.22
H: 8.05600 8.72300 8.61700  0.27
O: 6.84300 6.47300 8.29100  -0.60
H: 6.14100 6.38500 7.66400  0.31
H: 6.56300 6.05800 9.10700  0.26
O: 10.04000 11.31400 7.92600  -0.58
H: 9.28100 11.79600 8.28500  0.32
H: 10.71900 11.89700 8.28600  0.27
O: 5.19900 13.56300 7.63600  -0.63
H: 4.26700 13.70600 7.77600  0.30
H: 5.41900 13.14300 8.47600  0.37
O: 3.32100 7.91600 6.10500  -0.61
H: 3.90900 7.14400 6.16700  0.29
H: 2.57200 7.69300 6.65100  0.21
O: 2.84300 10.18300 8.61500  -0.80
H: 3.42000 10.69100 8.00200  0.20
H: 3.39000 9.40500 8.86700  0.47
O: 9.02800 10.57900 5.33000  -0.82
H: 8.32600 10.53800 5.98700  0.09
H: 8.71300 10.01600 4.59900  0.61
O: 5.37300 6.39500 5.91800  -0.85
H: 6.15500 6.06500 5.47600  0.37
H: 5.66700 7.26900 6.06300  0.26
O: 5.31300 11.86900 9.69000  -0.70
H: 5.61800 11.17200 10.24300  0.21
H: 4.36500 11.92000 9.53700  0.27
O: 4.78300 8.44100 9.25200  -0.70
H: 5.48200 8.61600 8.61500  0.15
H: 5.22700 8.61200 10.07800  0.29
O: 2.94200 12.76100 5.93600  -0.74
H: 3.02400 11.80600 5.79300  0.37
H: 3.84400 13.00400 5.84300  0.33
O: 8.97400 8.47800 7.17900  -0.74
H: 8.36000 7.97200 6.61200  0.29
H: 9.32600 9.10300 6.51500  0.42
O: 8.06300 9.11900 3.32700  -0.71
H: 7.20800 9.56800 3.28500  0.33
H: 8.57000 9.37200 2.50800  0.25
O: 5.89600 11.15500 2.36900  -0.65
H: 6.13600 11.56200 3.19000  0.32
H: 4.93700 11.14400 2.30500  0.31
O: 7.54000 13.27800 5.74100  -0.66
H: 7.63000 12.81100 6.55400  0.30
H: 6.72000 13.05900 5.40000  0.28
O: 2.68400 10.13900 4.85900  -0.71
H: 3.21200 9.54900 5.38400  0.40
H: 1.81700 10.04000 5.23300  0.25
O: 8.21300 12.31200 9.44700  -0.73
H: 8.35600 11.83300 10.27600  0.33
H: 7.47300 11.91500 9.00800  0.17
O: 5.37900 8.09400 3.30900  -0.67
H: 4.44700 7.92000 3.17600  0.30
H: 5.58000 8.50300 4.13700  0.25

Record 6
Here is an isolated ion of composition ClH3N2O4PS2 and charge -1 in a non-equilibrium geometry from the Open Molecules 2025 dataset. Energies are from wB97M-V/def2-TZVPD.

Its total charge is -1. Its total energy is -54697.2235 eV. The frontier orbital gap is 8.01 eV. The energy above the lowest of the compared OMol25 structures with the same formula, charge and spin is 88.3 kcal/mol. As for the SMILES: N=[PH2]S(=O)(=O)N=[S@](=O)([O-])Cl. The LUMO energy is 2.18 eV. As for the highest occupied orbital energy: -0.2139 hartree.

Last column: Mulliken charge in e.
CARTESIAN COORDINATES (ANGSTROEM)
N: -0.78902 2.61798 -0.06948  -0.66
P: 0.40955 1.52534 -0.02176  0.37
S: -0.12136 -0.07515 -1.35188  0.86
O: -1.67067 -0.00776 -1.57491  -0.53
O: 0.53081 0.26206 -2.74639  -0.65
N: 0.46536 -1.65086 -0.88280  -0.32
S: 0.06606 -2.04969 0.76964  0.84
O: -0.10997 -3.61512 0.85008  -0.59
O: -1.32197 -1.45396 1.21723  -0.50
Cl: 1.62348 -1.57444 2.08816  -0.20
H: -1.20782 2.78838 0.87295  0.21
H: 0.56175 1.11915 1.36054  0.06
H: 1.61385 2.16718 -0.49273  0.11

Record 7
Here is an isolated molecule of ClH3N2OS in a non-equilibrium geometry from the Open Molecules 2025 dataset. Energies are from wB97M-V/def2-TZVPD.

Its total charge is 0. Its total energy is -28430.9999 eV. The frontier orbital gap is 9.14 eV. The energy above the lowest of the compared OMol25 structures with the same formula, charge and spin is 35.8 kcal/mol. As for the SMILES: N=[S@@](N)(=O)Cl. The LUMO energy is -1.16 eV. As for the highest occupied orbital energy: -0.3782 hartree.

Last column: Mulliken charge in e.
CARTESIAN COORDINATES (ANGSTROEM)
N: -0.25668 1.15541 -1.15469  -0.51
N: 0.81494 -1.22755 0.51597  -0.58
O: -0.55242 1.22983 1.34599  -0.48
S: -0.46275 0.37730 0.15156  0.83
Cl: -2.16604 -0.75390 -0.12131  -0.13
H: 0.31363 1.92571 -0.77404  0.29
H: 1.67373 -0.74978 0.22495  0.29
H: 0.63559 -1.95702 -0.18843  0.29

Record 8
Here is an isolated molecule of ClH3N2S in a non-equilibrium geometry from the Open Molecules 2025 dataset. Energies are from wB97M-V/def2-TZVPD.

Its total charge is 0. Its total energy is -26384.6262 eV. The frontier orbital gap is 9.81 eV. The energy above the lowest of the compared OMol25 structures with the same formula, charge and spin is 11.0 kcal/mol. The LUMO energy is 0.38 eV. As for the highest occupied orbital energy: -0.3466 hartree.

Last column: Mulliken charge in e.
CARTESIAN COORDINATES (ANGSTROEM)
N: 1.02456 0.49055 0.10852  -0.38
N: -1.05853 0.25945 -0.71647  -0.63
S: -0.41956 0.06221 0.71285  0.43
Cl: -0.18937 -2.06344 1.05767  -0.28
H: 1.88024 0.43101 0.75604  0.27
H: -2.09674 0.19465 -1.01132  0.24
H: 0.85941 0.62556 -0.90730  0.34

Please write out number 3 again, unchanged.
Here is ClH2O2PS as an isolated structure in a non-equilibrium geometry from the Open Molecules 2025 dataset. Energies are from wB97M-V/def2-TZVPD.

Its total charge is 0. Its total energy is -36774.1417 eV. The frontier orbital gap is 9.06 eV. The energy above the lowest of the compared OMol25 structures with the same formula, charge and spin is 55.0 kcal/mol. The LUMO energy is -1.05 eV. As for the highest occupied orbital energy: -0.3715 hartree.

Last column: Mulliken charge in e.
CARTESIAN COORDINATES (ANGSTROEM)
O: -0.17139 -1.01627 -2.61363  -0.41
O: -0.03913 -1.77961 -0.28176  -0.46
P: -0.91574 -0.92871 -1.38116  0.50
S: 0.60347 1.52775 1.93368  -0.07
Cl: -0.22636 1.25632 0.06678  -0.07
H: 1.07524 2.74718 1.64260  0.19
H: -0.32609 -1.80666 0.63349  0.33

Which formula does entry 2 have? ClH2O